{"formula": "H5N4O", "method": "ωB97M-V with the def2-TZVPD basis set", "charge": -1, "homo_energy_ev": [-1.9, -1.9], "lumo_ha": [0.180, 0.180], "de_lowest_ev": 2.2378, "homo_lumo_gap_ev": [6.844, 6.845], "e_tot_ev": -8084.3200, "species": ["N", "N", "N", "N", "O", "H", "H", "H", "H", "H"], "coordinates": [[1.053, 0.526, -1.279], [-0.504, -0.855, 0.847], [0.873, 1.134, 0.071], [-0.359, 1.288, 0.685], [-1.320, 1.607, -0.029], [0.526, 1.151, -1.908], [0.775, -0.420, -0.961], [-1.302, -0.869, 1.514], [-0.868, -0.688, -0.081], [1.589, 0.778, 0.710]]}



{"formula": "H5NOSSi", "method": "ωB97M-V with the def2-TZVPD basis set", "smiles": "N[SiH]=O.S", "charge": 0, "homo_energy_ev": -9.6, "lumo_ha": 0.021, "de_lowest_ev": 2.2197, "homo_lumo_gap_ev": 10.145, "e_tot_ev": -22332.0044, "species": ["N", "Si", "O", "H", "H", "H", "S", "H", "H"], "coordinates": [[-1.266, -0.934, -0.167], [-0.834, 0.624, -0.542], [-0.413, 1.666, 0.482], [-1.813, -1.494, -0.868], [-1.655, -0.947, 0.744], [-1.220, 0.713, -2.080], [2.787, 0.550, 0.055], [2.023, 1.356, 0.775], [2.982, 1.677, -0.582]]}



{"formula": "H5NOSi", "method": "ωB97M-V with the def2-TZVPD basis set", "charge": 0, "homo_energy_ev": [-9.0, -7.0], "lumo_ha": [-0.009, -0.012], "de_lowest_ev": 7.0598, "homo_lumo_gap_ev": [8.744, 6.713], "e_tot_ev": -11490.7366, "species": ["N", "O", "Si", "H", "H", "H", "H", "H"], "coordinates": [[-1.811, 0.390, -0.008], [-1.071, -0.773, -0.057], [1.620, -0.157, -0.027], [-2.582, 0.344, -0.796], [-1.989, 0.615, 0.996], [2.309, -1.456, 0.419], [2.198, -0.097, -1.291], [1.325, 1.136, 0.764]]}



{"formula": "H5NOSi", "method": "ωB97M-V with the def2-TZVPD basis set", "smiles": "N=[SiH2].O", "charge": 0, "homo_energy_ev": -9.9, "lumo_ha": -0.016, "de_lowest_ev": 3.4265, "homo_lumo_gap_ev": 9.431, "e_tot_ev": -11494.3699, "species": ["N", "Si", "H", "H", "H", "O", "H", "H"], "coordinates": [[1.285, 0.324, -0.449], [0.823, -1.266, -0.514], [2.267, 0.519, -0.463], [-0.580, -1.503, -1.171], [1.600, -2.429, -0.204], [-1.821, 1.523, 1.316], [-1.220, 1.000, 0.846], [-2.354, 1.831, 0.638]]}



{"formula": "H5NP2S2", "method": "ωB97M-V with the def2-TZVPD basis set", "charge": 0, "homo_energy_ev": -9.0, "lumo_ha": 0.021, "de_lowest_ev": 0.0000, "homo_lumo_gap_ev": 9.545, "e_tot_ev": -41819.3259, "species": ["N", "P", "P", "S", "S", "H", "H", "H", "H", "H"], "coordinates": [[-0.344, 0.009, 0.745], [1.217, -0.617, 0.384], [-1.440, -0.087, -0.481], [-3.135, 0.587, 0.093], [2.139, 1.086, -0.310], [-0.769, 0.056, 1.663], [1.558, -0.492, 1.628], [-0.595, 0.467, -1.449], [-1.595, -1.465, -1.096], [2.964, 0.456, -1.176]]}



{"formula": "H5NS2", "method": "ωB97M-V with the def2-TZVPD basis set", "smiles": "SS.N", "charge": 0, "homo_energy_ev": -8.7, "lumo_ha": -0.006, "de_lowest_ev": 0.7219, "homo_lumo_gap_ev": 8.574, "e_tot_ev": -23240.8953, "species": ["S", "S", "H", "H", "N", "H", "H", "H"], "coordinates": [[2.115, -1.522, -0.103], [1.469, -0.295, -1.764], [1.715, -1.101, 1.119], [0.550, 0.407, -1.155], [-1.480, 0.740, 0.312], [-2.425, 0.439, 0.456], [-0.865, -0.121, 0.224], [-1.078, 1.453, 0.911]]}



{"formula": "H5O2", "method": "ωB97M-V with the def2-TZVPD basis set", "charge": 1, "homo_energy_ev": -18.7, "lumo_ha": -0.159, "de_lowest_ev": 0.0211, "homo_lumo_gap_ev": 14.394, "e_tot_ev": -4168.5002, "species": ["O", "H", "H", "O", "H", "H", "H"], "coordinates": [[1.074, 0.239, 0.504], [1.203, 1.190, 0.619], [1.959, -0.143, 0.419], [-1.031, -0.403, -0.556], [-1.533, -1.077, -0.072], [-1.570, 0.328, -0.869], [-0.101, -0.135, -0.045]]}



{"formula": "H5P3", "method": "ωB97M-V with the def2-TZVPD basis set", "charge": 0, "homo_energy_ev": -8.6, "lumo_ha": -0.044, "de_lowest_ev": 1.3015, "homo_lumo_gap_ev": 7.367, "e_tot_ev": -27944.4931, "species": ["P", "P", "P", "H", "H", "H", "H", "H"], "coordinates": [[-1.932, -0.734, 1.194], [-0.237, 2.151, 0.108], [-0.141, 0.243, 1.099], [-1.392, -1.514, 2.317], [1.370, -2.292, -2.290], [0.973, 2.757, 0.266], [0.021, 1.742, -1.227], [1.337, -2.353, -1.468]]}



{"formula": "H62O31", "method": "ωB97M-V with the def2-TZVPD basis set", "charge": 0, "homo_energy_ev": -11.0, "lumo_ha": 0.002, "de_lowest_ev": 0.8317, "homo_lumo_gap_ev": 11.099, "e_tot_ev": -64484.6890, "species": ["O", "H", "H", "O", "H", "H", "O", "H", "H", "O", "H", "H", "O", "H", "H", "O", "H", "H", "O", "H", "H", "O", "H", "H", "O", "H", "H", "O", "H", "H", "O", "H", "H", "O", "H", "H", "O", "H", "H", "O", "H", "H", "O", "H", "H", "O", "H", "H", "O", "H", "H", "O", "H", "H", "O", "H", "H", "O", "H", "H", "O", "H", "H", "O", "H", "H", "O", "H", "H", "O", "H", "H", "O", "H", "H", "O", "H", "H", "O", "H", "H", "O", "H", "H", "O", "H", "H", "O", "H", "H", "O", "H", "H"], "coordinates": [[-1.716, 4.000, -0.874], [-1.320, 3.323, -1.428], [-1.132, 4.184, -0.199], [-0.577, -4.593, -6.230], [-0.662, -5.419, -6.770], [0.163, -4.697, -5.619], [-5.499, 0.429, -0.076], [-6.322, 0.493, -0.513], [-5.199, 1.335, 0.084], [5.458, -1.488, -0.909], [6.273, -1.941, -0.982], [4.839, -1.867, -0.284], [0.642, -1.884, 1.672], [-0.292, -1.848, 1.431], [1.120, -1.339, 1.007], [1.433, -4.578, -4.095], [1.661, -5.318, -3.504], [2.060, -3.874, -3.737], [-1.018, 0.874, 0.688], [-0.127, 0.585, 0.847], [-1.586, 0.836, 1.530], [3.916, -1.170, 2.094], [4.107, -1.000, 3.078], [3.299, -0.516, 1.798], [2.436, 2.476, -2.856], [2.624, 2.944, -3.643], [1.496, 2.118, -2.845], [2.169, 2.709, 1.732], [1.371, 3.256, 1.733], [2.820, 3.349, 1.471], [-4.223, 2.914, 0.003], [-3.507, 3.263, -0.591], [-3.887, 3.149, 0.845], [-1.867, -2.260, 0.400], [-1.163, -2.831, 0.071], [-1.790, -1.486, -0.146], [2.017, 0.287, 0.438], [2.022, 1.197, 0.721], [2.545, 0.141, -0.377], [-0.836, -1.812, 6.333], [-0.558, -2.638, 5.915], [-0.042, -1.257, 6.217], [1.429, 1.406, 4.029], [0.843, 0.776, 3.606], [1.785, 1.935, 3.347], [-0.837, -3.416, -2.567], [-0.411, -3.676, -3.415], [-1.726, -3.191, -2.823], [3.342, 0.078, -2.117], [4.232, -0.259, -1.864], [3.375, 0.991, -2.423], [-3.194, 3.849, 3.118], [-3.382, 3.817, 4.062], [-3.270, 2.874, 3.009], [-4.255, -1.557, 1.918], [-4.869, -1.121, 1.306], [-3.599, -2.046, 1.351], [-3.033, -0.199, 5.026], [-3.633, -0.799, 4.595], [-2.415, -0.742, 5.521], [3.672, 4.740, 0.673], [3.110, 4.607, -0.128], [4.600, 4.724, 0.401], [-0.675, 3.507, 1.714], [-0.659, 2.584, 1.411], [-1.329, 3.577, 2.443], [0.312, -1.202, -1.455], [1.181, -1.508, -1.681], [-0.279, -1.858, -1.834], [-2.087, -0.056, -4.561], [-2.511, -0.506, -3.753], [-1.722, -0.766, -5.042], [0.300, 2.296, -5.934], [0.372, 1.318, -5.665], [-0.603, 2.364, -6.285], [0.089, 1.247, -2.627], [-0.675, 1.062, -3.181], [0.202, 0.384, -2.197], [3.094, -2.890, 0.423], [3.382, -2.471, 1.283], [2.136, -3.035, 0.598], [-2.954, 0.058, -1.515], [-3.849, 0.344, -1.189], [-2.276, 0.751, -1.257], [1.789, -0.818, 5.869], [1.707, 0.080, 5.590], [2.188, -0.993, 6.723], [-3.022, 1.026, 2.614], [-3.602, 0.300, 2.289], [-2.731, 0.677, 3.477], [2.952, -3.026, -2.697], [3.172, -3.166, -1.765], [3.183, -2.121, -2.852]]}